DFT (ωB97M-V/def2-TZVPD) results for one molecule with the formula C5H3ClO2 at a distorted geometry.

The calculation puts the HOMO energy at -9.60 eV. As for the spin multiplicity: 1. The maximum force is 10.18 eV Å⁻¹. The HOMO-LUMO gap comes out at 9.10 eV. As for the SMILES: C#CC(=O)O/C=C/Cl. The value obtained for the electronic energy is -21845.945 eV. As for the net charge: 0. The calculation puts the LUMO energy at -0.0184 Eh.

Geometry (Å):
1 C 4.187 0.037 -0.067
2 C 2.880 -0.186 -0.006
3 C 1.484 0.039 0.059
4 O 1.106 1.211 -0.096
5 O 0.578 -0.929 0.003
6 C -0.792 -0.794 0.188
7 C -1.514 0.298 0.336
8 Cl -3.189 0.115 -0.137
9 H 5.243 -0.029 -0.235
10 H -1.100 -1.797 -0.388
11 H -0.885 1.253 0.638

DFT (ωB97M-V/def2-TZVPD) results for C5H3CoO6 as an isolated structure at a distorted geometry.

The calculation puts the HOMO energy (spin up / spin down) at -11.58 / -15.24 eV. As for the spin multiplicity: 4. The maximum force is 7.69 eV Å⁻¹. The HOMO-LUMO gap (spin up / spin down) comes out at 7.39 / 8.02 eV. The value obtained for the electronic energy is -55133.239 eV. As for the net charge: +1. The calculation puts the LUMO energy (spin up / spin down) at -0.1539 / -0.2654 Eh.

Geometry (Å):
1 O 1.609 0.314 -4.416
2 C 1.166 0.082 -3.381
3 Co -0.700 -0.852 1.163
4 O -1.732 1.445 -0.315
5 C -1.302 0.543 0.270
6 C 0.858 -0.356 1.768
7 O 1.881 -0.060 2.220
8 C -1.571 -1.259 2.700
9 O -2.140 -1.528 3.668
10 C -0.314 -2.190 0.089
11 O -0.078 -3.092 -0.598
12 H 0.497 -0.254 -1.741
13 O 1.357 1.619 -0.323
14 H 1.972 1.930 0.367
15 H 0.779 2.380 -0.508

DFT (ωB97M-V/def2-TZVPD) results for a 2-piece molecular cluster, C5H3F3 overall at a distorted geometry.

The calculation puts the HOMO energy at -10.62 eV. As for the spin multiplicity: 1. The maximum force is 2.53 eV Å⁻¹. The HOMO-LUMO gap comes out at 11.50 eV. As for the SMILES: C#CC(F)(F)F.C#C. The value obtained for the electronic energy is -13381.340 eV. As for the net charge: 0. The calculation puts the LUMO energy at 0.0326 Eh.

Geometry (Å):
1 C 2.233 0.241 0.614
2 C 1.455 -0.459 -0.003
3 C 0.591 -1.474 -0.626
4 F 0.639 -2.647 0.034
5 F 0.810 -1.590 -1.943
6 F -0.697 -1.098 -0.547
7 H 3.058 0.909 0.635
8 C -2.342 1.332 0.974
9 C -1.576 1.736 0.143
10 H -3.244 0.893 1.274
11 H -0.927 2.157 -0.555

DFT (ωB97M-V/def2-TZVPD) results for one molecule with the formula C5H3N at a distorted geometry.

The calculation puts the HOMO energy at -8.98 eV. As for the spin multiplicity: 1. The maximum force is 4.23 eV Å⁻¹. The HOMO-LUMO gap comes out at 7.93 eV. The value obtained for the electronic energy is -6716.201 eV. As for the net charge: 0. The calculation puts the LUMO energy at -0.0387 Eh.

Geometry (Å):
1 C 0.743 0.770 -0.181
2 C 1.890 -0.290 0.061
3 C -0.569 0.716 0.063
4 C 1.650 -1.421 0.591
5 C -1.593 -0.077 0.187
6 N -2.802 -0.346 0.248
7 H 1.122 1.734 -0.624
8 H 2.692 0.217 -0.451
9 H -3.132 -1.303 0.106

DFT (ωB97M-V/def2-TZVPD) results for one molecule with the formula C5H3N.

The calculation puts the HOMO energy at -8.67 eV. As for the spin multiplicity: 1. The maximum force is 0.85 eV Å⁻¹. The HOMO-LUMO gap comes out at 8.55 eV. The value obtained for the electronic energy is -6717.012 eV. As for the net charge: 0. The calculation puts the LUMO energy at -0.0046 Eh.

Geometry (Å):
1 C 1.304 -0.010 -0.001
2 C 0.990 1.170 0.006
3 C -0.479 -1.406 0.005
4 C -1.568 0.744 -0.009
5 C 0.866 -1.349 -0.007
6 N -1.252 -0.412 0.010
7 H 1.130 2.211 0.033
8 H -2.504 1.258 -0.019
9 H 1.513 -2.206 -0.019

DFT (ωB97M-V/def2-TZVPD) results for one molecule with the formula C5H3N at a distorted geometry.

The calculation puts the HOMO energy (spin up / spin down) at -6.18 / -8.63 eV. As for the spin multiplicity: 3. The maximum force is 3.09 eV Å⁻¹. The HOMO-LUMO gap (spin up / spin down) comes out at 6.04 / 6.36 eV. The value obtained for the electronic energy is -6714.729 eV. As for the net charge: 0. The calculation puts the LUMO energy (spin up / spin down) at -0.0053 / -0.0833 Eh.

Geometry (Å):
1 C -0.116 0.626 -1.138
2 C -1.060 -0.147 -1.097
3 C 1.199 0.523 0.703
4 C -0.457 -1.149 1.217
5 C 1.031 1.126 -0.490
6 N 0.453 -0.370 1.182
7 H -1.945 -0.616 -1.416
8 H -0.785 -1.876 1.928
9 H 1.681 1.882 -0.888